The following is a DFT calculation (ωB97M-V/def2-TZVPD) of 9 unconnected molecules or ions with the total composition C36H45F27O18 in a non-equilibrium geometry.

Geometry as ORCA input:
```
! wB97M-V def2-TZVPD RIJCOSX def2/J DEFGRID3
* xyz 0 1
C 12.02 2.98 -26.40
C 12.31 4.54 -26.62
O 13.67 4.66 -27.10
C 14.50 5.68 -26.88
O 14.19 6.61 -26.13
C 15.90 5.68 -27.63
F 15.79 6.51 -28.64
F 16.89 5.95 -26.85
F 16.11 4.47 -28.09
H 11.00 2.61 -26.33
H 12.46 2.60 -25.48
H 12.47 2.40 -27.20
H 12.07 5.10 -25.72
H 11.64 5.11 -27.27
C 1.35 -9.26 -22.87
C 0.18 -9.79 -23.76
O -0.83 -10.24 -22.95
C -2.07 -10.48 -23.49
O -2.40 -10.32 -24.68
C -3.05 -10.71 -22.39
F -4.23 -10.63 -22.90
F -2.86 -11.92 -21.91
F -2.90 -9.80 -21.44
H 1.07 -8.37 -22.32
H 2.31 -9.12 -23.35
H 1.50 -9.99 -22.08
H 0.65 -10.59 -24.32
H -0.19 -9.03 -24.44
C 13.81 1.47 -31.02
C 13.95 0.55 -32.27
O 13.15 -0.65 -32.02
C 11.73 -0.71 -32.08
O 11.12 0.31 -32.13
C 11.09 -2.10 -32.13
F 11.83 -3.01 -31.48
F 9.88 -2.10 -31.62
F 10.98 -2.49 -33.39
H 13.85 1.04 -30.02
H 12.95 2.14 -31.11
H 14.68 2.11 -31.12
H 15.02 0.36 -32.32
H 13.66 0.92 -33.26
C 12.05 -11.23 -32.21
C 11.10 -10.66 -31.09
O 10.19 -9.73 -31.61
C 9.12 -9.41 -30.87
O 8.89 -9.59 -29.66
C 8.00 -8.69 -31.71
F 8.37 -8.36 -32.97
F 6.90 -9.42 -31.84
F 7.67 -7.57 -31.10
H 12.46 -10.45 -32.85
H 11.52 -11.79 -32.98
H 12.84 -11.87 -31.82
H 11.72 -9.99 -30.49
H 10.59 -11.45 -30.54
C 10.24 -3.54 -26.78
C 9.20 -3.20 -25.74
O 8.55 -4.39 -25.31
C 7.65 -5.01 -26.13
O 7.28 -4.61 -27.28
C 7.06 -6.34 -25.60
F 6.13 -6.87 -26.44
F 8.06 -7.27 -25.52
F 6.59 -6.22 -24.33
H 11.11 -4.03 -26.34
H 10.60 -2.64 -27.27
H 9.84 -4.10 -27.63
H 8.48 -2.47 -26.11
H 9.73 -2.76 -24.89
C 3.28 -11.99 -27.42
C 3.40 -13.52 -27.17
O 2.14 -13.97 -26.81
C 1.86 -15.21 -26.35
O 2.67 -16.07 -26.28
C 0.51 -15.32 -25.61
F -0.24 -16.21 -26.25
F 0.75 -15.66 -24.32
F -0.26 -14.13 -25.59
H 3.16 -11.46 -26.47
H 2.46 -11.70 -28.08
H 4.23 -11.55 -27.73
H 4.09 -13.64 -26.34
H 3.85 -14.02 -28.03
C 21.21 -3.52 -29.69
C 20.68 -4.73 -28.91
O 19.27 -4.47 -28.85
C 18.51 -4.53 -27.76
O 18.93 -4.76 -26.64
C 17.01 -4.65 -28.07
F 16.60 -3.59 -28.73
F 16.78 -5.71 -28.81
F 16.24 -4.82 -26.98
H 20.81 -2.59 -29.28
H 21.03 -3.67 -30.75
H 22.28 -3.37 -29.54
H 21.18 -4.83 -27.96
H 20.72 -5.67 -29.47
C 9.27 -13.45 -24.20
C 10.11 -13.53 -25.47
O 11.29 -14.21 -25.18
C 11.39 -15.60 -25.26
O 10.44 -16.32 -25.55
C 12.74 -16.16 -24.93
F 12.66 -16.87 -23.79
F 12.99 -17.08 -25.79
F 13.62 -15.22 -24.82
H 8.66 -12.55 -24.14
H 9.72 -13.63 -23.23
H 8.59 -14.29 -24.29
H 10.38 -12.52 -25.79
H 9.55 -14.08 -26.23
C 11.68 5.66 -20.11
C 11.93 4.48 -19.16
O 11.74 3.24 -19.68
C 10.49 2.80 -19.82
O 9.45 3.38 -19.51
C 10.51 1.42 -20.47
F 11.61 0.66 -20.05
F 9.34 0.81 -20.28
F 10.63 1.62 -21.75
H 12.08 5.63 -21.12
H 11.92 6.54 -19.51
H 10.62 5.59 -20.33
H 11.25 4.63 -18.32
H 12.96 4.56 -18.81
*
```

Summary:
E_LUMO (eV): 0.0563
SMILES: CCOC(=O)C(F)(F)F.CCOC(=O)C(F)(F)F.CCOC(=O)C(F)(F)F.CCOC(=O)C(F)(F)F.CCOC(=O)C(F)(F)F.CCOC(=O)C(F)(F)F.CCOC(=O)C(F)(F)F.CCOC(=O)C(F)(F)F.CCOC(=O)C(F)(F)F

Results of the Mulliken charge analysis, in e, for atoms 1 through 6: C -0.969; C -0.360; O -0.225; C 0.430; O -0.565; C 0.857


The following is a DFT calculation (ωB97M-V/def2-TZVPD) of a molecular structure, C36H45FN6ORuSSi2 in a non-equilibrium geometry.

Geometry as ORCA input:
```
! wB97M-V def2-TZVPD RIJCOSX def2/J DEFGRID3
* xyz 1 2
Ru 1.83 1.16 -0.23
C 2.03 1.95 -4.51
C 2.13 2.13 -3.16
N 1.82 1.15 -2.29
C 1.42 -0.04 -2.82
C 1.33 -0.18 -4.21
N 1.62 0.79 -5.05
C 1.14 -1.09 -1.85
C 0.96 -2.44 -2.12
C 0.77 -3.34 -1.07
C 0.83 -2.85 0.24
C 1.01 -1.51 0.47
N 1.10 -0.63 -0.57
C 1.16 -0.85 1.77
C 1.03 -1.49 3.01
N 1.20 -0.87 4.16
C 1.50 0.43 4.10
C 1.64 1.10 2.90
N 1.48 0.46 1.73
C 0.54 -4.78 -1.33
C 1.09 -5.42 -2.44
C 0.84 -6.76 -2.63
N 0.08 -7.50 -1.82
C -0.44 -6.88 -0.76
C -0.24 -5.54 -0.47
H 2.29 2.74 -5.20
H 2.48 3.06 -2.73
H 1.00 -1.12 -4.64
H 0.95 -2.79 -3.14
H 0.78 -3.54 1.07
H 0.78 -2.54 3.05
H 1.64 0.95 5.04
H 1.89 2.15 2.85
H 1.74 -4.89 -3.13
H 1.26 -7.28 -3.48
H -1.05 -7.49 -0.11
H -0.73 -5.10 0.39
O 0.91 3.09 -0.02
S 0.23 3.96 -1.08
C -0.91 5.02 -0.16
C -2.32 4.47 -0.36
C -2.34 3.82 -1.74
C -1.09 2.95 -1.80
H -0.78 6.02 -0.57
H -0.56 5.01 0.87
H -3.06 5.27 -0.27
H -2.54 3.72 0.40
H -2.32 4.58 -2.53
H -3.23 3.22 -1.90
H -0.79 2.64 -2.79
H -1.18 2.08 -1.14
F 4.77 -3.22 0.99
C 4.59 -1.92 0.73
C 4.67 -1.02 1.80
C 4.45 0.30 1.56
C 4.16 0.78 0.25
C 3.68 2.13 0.00
C 4.15 -0.16 -0.80
C 4.36 -1.52 -0.56
H 4.89 -1.39 2.79
H 4.49 1.01 2.37
H 4.02 2.60 -0.93
H 3.77 2.82 0.84
H 4.03 0.18 -1.81
H 4.36 -2.25 -1.36
C -2.82 -2.09 0.50
Si -3.08 -0.35 -0.14
C -4.90 0.09 -0.03
C -2.53 -0.27 -1.93
C -2.04 0.81 0.89
Si -2.44 1.53 2.56
C -2.36 0.15 3.82
C -1.19 2.88 3.00
C -4.16 2.28 2.60
H -3.36 -2.81 -0.12
H -3.19 -2.20 1.53
H -1.77 -2.36 0.50
H -5.46 -0.49 -0.77
H -5.08 1.14 -0.23
H -5.31 -0.15 0.95
H -3.12 -0.95 -2.54
H -1.48 -0.57 -2.02
H -2.63 0.73 -2.35
H -1.01 0.91 0.55
H -1.41 -0.38 3.79
H -3.15 -0.58 3.64
H -2.49 0.54 4.84
H -0.38 2.92 2.27
H -0.75 2.70 3.98
H -1.66 3.86 3.04
H -4.93 1.51 2.53
H -4.32 2.98 1.78
H -4.31 2.82 3.53
*
```

Summary:
E_LUMO (spin up / spin down) (eV): -3.4903 / -3.8870

Results of the Mulliken charge analysis, in e, for atoms 1 through 6: Ru 0.454; C -0.794; C -0.878; N 1.076; C -0.231; C -0.037


The following is a DFT calculation (ωB97M-V/def2-TZVPD) of a molecular structure, C36H45N2O3P2PtS4Si.

Geometry as ORCA input:
```
! wB97M-V def2-TZVPD RIJCOSX def2/J DEFGRID3
* xyz 1 1
Pt 0.29 0.09 0.16
S 2.51 1.02 0.12
C 1.75 1.95 1.34
N 0.47 1.66 1.39
C -0.27 2.51 2.21
C -1.65 2.53 2.43
C -2.15 3.45 3.32
C -1.31 4.34 4.01
C 0.05 4.33 3.79
C 0.56 3.41 2.88
S 2.23 3.22 2.39
H -2.30 1.85 1.90
H -3.22 3.49 3.50
H -1.74 5.05 4.70
H 0.70 5.02 4.30
C 0.95 -5.03 2.63
C -0.52 -4.86 2.30
C -1.44 -5.16 3.46
O -0.79 -3.53 1.74
P -0.32 -2.13 2.29
S -1.55 -0.80 1.36
S 1.51 -1.58 1.78
O -0.60 -2.29 3.83
C -0.33 -1.42 4.98
C -0.84 -0.02 4.75
C 1.13 -1.47 5.35
H 1.11 -6.05 3.00
H 1.26 -4.34 3.42
H 1.58 -4.87 1.76
H -0.78 -5.51 1.46
H -1.12 -4.66 4.37
H -1.44 -6.24 3.64
H -2.46 -4.86 3.23
H -0.92 -1.90 5.75
H -0.26 0.49 3.98
H -0.75 0.55 5.68
H -1.89 -0.01 4.45
H 1.75 -0.98 4.59
H 1.47 -2.50 5.46
H 1.27 -0.95 6.30
C -1.63 5.78 0.15
C -2.67 4.94 -0.19
C -2.41 3.67 -0.67
C -1.10 3.21 -0.83
C -0.06 4.09 -0.51
C -0.31 5.36 -0.02
Si -0.69 1.53 -1.53
C 0.40 1.86 -3.02
C -0.19 2.70 -3.98
C 0.51 3.08 -5.11
C 1.81 2.64 -5.30
C 2.41 1.83 -4.35
C 1.71 1.44 -3.22
C -2.27 0.69 -2.09
C -2.50 0.38 -3.43
C -3.70 -0.20 -3.84
C -4.69 -0.49 -2.92
C -4.48 -0.20 -1.57
C -3.28 0.38 -1.17
H -1.83 6.78 0.52
H -3.70 5.28 -0.08
H -3.25 3.02 -0.92
H 0.97 3.78 -0.67
H 0.51 6.02 0.22
H -1.19 3.08 -3.83
H 0.04 3.73 -5.84
H 2.36 2.94 -6.19
H 3.43 1.50 -4.49
H 2.20 0.81 -2.49
H -1.74 0.58 -4.17
H -3.86 -0.42 -4.89
H -5.63 -0.92 -3.24
H -5.24 -0.42 -0.84
H -3.15 0.60 -0.12
C -1.03 -2.92 -3.00
C -0.46 -2.06 -1.98
N -0.01 -1.39 -1.18
H -0.29 -3.12 -3.77
H -1.89 -2.41 -3.44
H -1.35 -3.85 -2.55
C 2.76 -3.33 -3.21
P 3.71 -2.20 -2.18
C 5.09 -1.68 -3.21
C 4.41 -3.22 -0.87
O 2.91 -1.06 -1.66
H 3.36 -4.18 -3.53
H 2.39 -2.79 -4.09
H 1.91 -3.70 -2.63
H 5.73 -2.51 -3.49
H 5.68 -0.94 -2.66
H 4.71 -1.21 -4.12
H 5.05 -4.01 -1.27
H 3.60 -3.65 -0.29
H 5.00 -2.58 -0.22
*
```

Summary:
E_LUMO (eV): -3.1137

Results of the Mulliken charge analysis, in e, for atoms 1 through 6: Pt -1.096; S -0.285; C 0.607; N 1.026; C -0.574; C -0.071


The following is a DFT calculation (ωB97M-V/def2-TZVPD) of 7 unconnected molecules or ions with the total composition C36H45N7O13 in a non-equilibrium geometry.

Geometry as ORCA input:
```
! wB97M-V def2-TZVPD RIJCOSX def2/J DEFGRID3
* xyz 0 1
C -5.53 -2.54 1.95
C -4.28 -1.71 1.82
C -3.17 -2.45 2.68
C -2.53 -3.66 2.02
C -1.95 -3.20 0.62
C -2.98 -2.61 -0.30
N -3.85 -1.62 0.42
O -4.41 -0.72 -0.26
C -3.86 -3.73 -0.88
C -2.20 -2.01 -1.43
C -4.39 -0.31 2.44
H -5.44 -3.09 2.87
H -5.62 -3.32 1.06
H -6.37 -1.93 1.87
H -3.43 -2.61 3.65
H -2.38 -1.64 2.69
H -3.40 -4.30 2.01
H -1.84 -4.18 2.64
H -1.41 -4.11 0.21
H -1.15 -2.46 1.15
H -3.29 -4.39 -1.57
H -4.64 -3.47 -1.44
H -4.32 -4.39 -0.28
H -2.81 -1.37 -1.96
H -1.29 -2.51 -1.80
H -1.53 -1.30 -1.11
H -5.12 0.13 1.67
H -3.63 0.21 2.28
H -4.90 -0.28 3.38
N 0.48 0.36 0.77
O -0.69 0.31 1.11
O 1.31 1.04 1.43
O 0.95 -0.47 0.03
C 1.68 -0.82 5.54
C 2.51 -2.02 5.94
C 2.61 -3.27 5.21
C 2.08 -3.18 3.77
C 1.11 -2.01 3.39
C 0.99 -0.77 4.37
N 2.39 -4.33 2.90
O 1.60 -4.64 1.74
O 3.38 -4.88 3.07
H 1.51 -0.07 6.24
H 3.04 -2.06 6.79
H 3.16 -4.35 5.35
H 0.71 -1.78 2.28
H 0.20 0.09 4.19
C 1.60 3.96 -1.20
C 2.00 4.86 -2.39
C 1.27 6.05 -2.63
C 0.52 6.79 -1.46
C 0.09 5.88 -0.27
C 0.75 4.42 -0.21
N 0.03 8.17 -1.57
O 0.03 8.73 -2.69
O -0.82 8.50 -0.77
H 1.98 2.91 -1.27
H 2.76 4.50 -3.02
H 1.29 6.42 -3.60
H -0.67 6.14 0.47
H 0.35 3.66 0.46
C 5.67 2.23 -0.19
C 6.97 1.60 -0.71
C 7.01 0.07 -0.64
C 5.76 -0.73 -0.18
C 4.62 -0.07 0.51
C 4.59 1.45 0.30
N 5.79 -2.22 -0.27
O 4.89 -2.86 0.29
O 6.72 -2.73 -0.99
H 5.52 3.28 -0.30
H 7.70 2.19 -1.02
H 7.70 -0.47 -0.95
H 3.64 -0.41 0.88
H 3.66 1.93 0.60
C -2.21 1.86 -1.69
C -2.82 2.53 -0.47
C -4.28 2.74 -0.56
C -5.17 2.14 -1.73
C -4.39 1.70 -3.08
C -2.91 1.56 -2.85
N -6.68 2.23 -1.64
O -7.29 2.27 -2.78
O -7.23 2.28 -0.54
H -1.34 1.62 -1.48
H -2.17 2.77 0.35
H -4.86 3.37 0.07
H -4.94 1.27 -3.83
H -2.51 1.24 -3.80
C 2.70 -1.63 -4.81
O 3.35 -2.06 -5.78
N 3.27 -0.90 -3.85
C 2.53 -0.67 -2.61
C 4.67 -0.60 -3.73
H 1.72 -1.85 -4.69
H 2.24 -1.62 -2.03
H 1.48 -0.39 -2.95
H 2.63 0.09 -1.98
H 5.01 0.26 -3.10
H 5.32 -0.36 -4.68
H 5.15 -1.66 -3.50
*
```

Summary:
E_LUMO (eV): -4.1537

Results of the Mulliken charge analysis, in e, for atoms 1 through 6: C -1.491; C 1.300; C -1.558; C -1.162; C -0.849; C 2.313


What are the E values for these records? In order: -148286.164 -80935.412 -120229.897 -75072.014 eV.
What are the ΔE to the lowest compared entry with this formula, charge and spin values for these records? In order: 6.6102 1.0759 0.0000 1.9357 eV.